No. 1
Computed, not measured: 13 unconnected molecules or ions with the total composition C34H68O40S9, with ωB97M-V/def2-TZVPD.

The geometry in ORCA input format:
```
! wB97M-V def2-TZVPD RIJCOSX def2/J DEFGRID3
* xyz 0 1
C -1.320 5.350 -2.055
C -0.521 5.544 -0.810
C -1.519 6.345 0.087
O -2.380 6.966 -0.866
C -2.105 6.666 -2.212
H -2.008 4.520 -1.894
H -0.735 5.005 -2.907
H 0.383 6.084 -1.092
H -0.319 4.545 -0.423
H -0.920 7.033 0.684
H -2.069 5.651 0.722
H -1.393 7.325 -2.711
H -2.929 6.507 -2.908
C -0.157 -1.260 -0.306
C -0.592 0.197 -0.241
C 0.653 0.957 0.266
O 1.658 0.105 -0.211
C 1.289 -1.048 -0.853
H -0.760 -1.928 -0.921
H -0.044 -1.656 0.703
H -1.487 0.386 0.351
H -0.856 0.612 -1.214
H 0.537 0.985 1.350
H 0.745 1.970 -0.125
H 1.976 -1.856 -0.600
H 1.270 -0.989 -1.941
C -5.144 3.285 -1.652
C -4.392 3.168 -0.331
C -3.592 1.833 -0.539
O -4.408 1.014 -1.370
C -4.901 1.938 -2.389
H -4.810 4.175 -2.185
H -6.201 3.442 -1.440
H -5.106 3.069 0.487
H -3.840 4.073 -0.075
H -3.360 1.335 0.403
H -2.599 1.919 -0.980
H -5.788 1.510 -2.856
H -4.194 2.017 -3.214
C 0.972 -1.698 5.378
C 0.064 -0.506 5.063
C -0.900 -1.076 3.971
O -0.984 -2.452 4.308
C -0.106 -2.810 5.404
H 1.441 -1.600 6.357
H 1.685 -1.837 4.565
H 0.628 0.361 4.718
H -0.453 -0.234 5.983
H -0.412 -0.991 3.000
H -1.856 -0.553 3.957
H 0.441 -3.736 5.228
H -0.711 -3.005 6.289
C 3.623 2.413 3.934
C 3.942 3.890 4.041
O 3.746 4.377 2.734
S 2.520 3.541 1.958
O 2.877 3.132 0.622
O 1.271 4.237 2.250
O 2.644 2.265 2.989
H 3.300 2.064 4.914
H 4.476 1.832 3.582
H 4.995 4.147 4.157
H 3.281 4.446 4.706
C -1.567 5.154 3.861
C -0.846 4.295 4.879
O -1.365 2.994 4.703
S -2.216 2.747 3.291
O -3.352 1.882 3.463
O -1.330 2.481 2.125
O -2.601 4.373 3.366
H -0.936 5.541 3.061
H -2.078 6.012 4.299
H -1.209 4.561 5.872
H 0.241 4.238 4.824
C 3.356 -2.860 -3.424
C 4.285 -3.428 -4.526
O 4.511 -2.283 -5.346
S 4.774 -1.015 -4.373
O 4.377 0.246 -5.079
O 6.088 -1.126 -3.715
O 3.628 -1.521 -3.254
H 3.508 -3.372 -2.474
H 2.312 -2.942 -3.729
H 3.764 -4.158 -5.144
H 5.247 -3.844 -4.226
C -1.585 -7.059 -1.933
C -1.962 -5.985 -2.976
O -0.726 -5.547 -3.491
S 0.363 -5.471 -2.275
O 0.191 -4.221 -1.543
O 1.738 -5.791 -2.716
O -0.313 -6.737 -1.413
H -1.620 -8.101 -2.251
H -2.241 -7.058 -1.062
H -2.491 -5.134 -2.548
H -2.582 -6.321 -3.806
C -0.521 -5.904 2.150
C 0.195 -4.534 1.780
O 1.399 -4.971 1.173
S 1.950 -6.418 1.708
O 2.740 -6.267 2.949
O 2.600 -7.191 0.579
O 0.408 -6.907 1.984
H -1.317 -6.187 1.462
H -0.960 -5.842 3.146
H 0.478 -3.967 2.667
H -0.490 -3.991 1.129
C -4.071 -1.741 2.598
C -5.245 -1.965 1.585
O -4.961 -3.114 0.784
S -3.398 -3.677 1.028
O -2.711 -3.810 -0.272
O -3.503 -4.885 1.827
O -2.991 -2.328 1.925
H -4.246 -2.273 3.533
H -3.960 -0.686 2.848
H -5.504 -1.155 0.903
H -6.141 -2.128 2.185
C 6.377 1.121 -0.348
C 5.314 1.150 0.751
O 5.643 0.341 1.785
S 6.775 -0.784 1.322
O 6.132 -2.046 0.895
O 7.910 -0.854 2.247
O 7.273 0.117 0.017
H 7.044 1.983 -0.369
H 5.921 1.051 -1.336
H 4.258 1.006 0.526
H 5.264 2.190 1.071
C 3.187 3.626 -3.881
C 3.178 2.394 -2.889
O 1.935 1.765 -3.251
S 1.133 2.439 -4.511
O -0.312 2.426 -4.251
O 1.647 1.885 -5.739
O 1.885 3.840 -4.237
H 3.868 3.445 -4.712
H 3.554 4.534 -3.402
H 3.056 2.575 -1.821
H 4.004 1.734 -3.156
C -2.498 -1.085 -3.301
C -3.382 -2.131 -2.625
O -4.549 -2.160 -3.454
S -4.089 -2.095 -5.064
O -5.057 -1.431 -5.948
O -3.661 -3.433 -5.399
O -2.785 -1.121 -4.655
H -1.427 -1.128 -3.104
H -2.867 -0.148 -2.883
H -3.708 -1.847 -1.624
H -2.681 -2.966 -2.601
*
```

Calculated total energy, eV: -215762.408

Here are the Löwdin charges for atoms 1 to 8, given in e:
1 C -0.194
2 C -0.159
3 C -0.168
4 O -0.130
5 C -0.192
6 H 0.098
7 H 0.105
8 H 0.116



No. 2
Computed, not measured: 12 unconnected molecules or ions with the total composition C34H68O43S7, with ωB97M-V/def2-TZVPD.

The geometry in ORCA input format:
```
! wB97M-V def2-TZVPD RIJCOSX def2/J DEFGRID3
* xyz 0 1
C 2.694 0.693 2.286
C 1.313 0.085 2.444
O 0.944 -0.484 1.184
C -0.374 -0.509 0.911
O -1.202 -0.146 1.718
O -0.581 -0.710 -0.353
C -1.854 -0.469 -0.922
H 3.448 -0.066 2.079
H 3.019 1.073 3.258
H 2.616 1.516 1.577
H 0.612 0.777 2.899
H 1.413 -0.779 3.108
H -2.521 -1.311 -0.742
H -1.797 -0.294 -1.992
H -2.324 0.433 -0.533
C -4.367 -2.023 -3.031
C -4.947 -0.631 -3.211
O -4.105 0.212 -2.434
C -4.309 1.522 -2.580
O -5.278 1.994 -3.119
O -3.318 2.196 -2.036
C -3.211 3.595 -2.193
H -3.282 -2.037 -3.116
H -4.777 -2.794 -3.685
H -4.567 -2.408 -2.030
H -5.976 -0.561 -2.854
H -4.876 -0.277 -4.241
H -2.162 3.901 -2.254
H -3.397 4.002 -1.191
H -3.777 4.014 -3.017
C 6.285 3.201 3.473
C 4.853 3.608 3.154
O 4.914 4.738 2.321
C 3.924 5.608 2.293
O 2.856 5.492 2.844
O 4.281 6.664 1.577
C 3.286 7.547 1.044
H 6.879 2.915 2.607
H 6.192 2.354 4.155
H 6.770 4.037 3.977
H 4.283 3.713 4.080
H 4.358 2.720 2.741
H 2.755 7.008 0.265
H 3.851 8.378 0.628
H 2.701 7.954 1.866
C 5.156 1.897 -0.454
C 4.454 2.340 -1.702
O 5.262 2.723 -2.805
C 4.653 2.965 -3.958
O 3.471 3.082 -4.155
O 5.638 3.136 -4.849
C 5.325 3.457 -6.184
H 5.613 2.796 -0.022
H 6.022 1.292 -0.734
H 4.498 1.439 0.277
H 3.737 3.140 -1.498
H 3.851 1.484 -2.023
H 6.155 3.966 -6.673
H 4.480 4.137 -6.290
H 5.159 2.555 -6.776
C -4.525 -5.834 -6.205
C -3.332 -5.407 -5.425
O -2.985 -6.297 -4.375
C -2.319 -5.940 -3.263
O -2.087 -6.752 -2.425
O -2.010 -4.633 -3.280
C -1.545 -4.042 -2.084
H -5.278 -6.013 -5.429
H -4.380 -6.779 -6.732
H -4.949 -5.097 -6.882
H -3.601 -4.461 -4.942
H -2.440 -5.167 -6.011
H -2.340 -3.775 -1.388
H -1.011 -3.134 -2.371
H -0.765 -4.681 -1.664
C -4.131 2.365 1.554
C -2.720 2.941 1.688
O -2.924 4.365 1.586
S -4.299 4.759 2.327
O -4.776 5.959 1.695
O -4.171 4.791 3.761
O -5.055 3.439 1.817
H -4.440 1.539 2.197
H -4.437 1.991 0.574
H -2.063 2.708 0.857
H -2.294 2.796 2.680
C -2.136 3.138 5.782
C -1.359 3.015 7.150
O -0.021 2.665 6.905
S 0.040 2.022 5.391
O -0.405 0.660 5.379
O 1.310 2.295 4.794
O -1.080 3.021 4.854
H -2.672 4.076 5.673
H -2.875 2.337 5.715
H -1.864 2.294 7.799
H -1.456 3.942 7.717
C 3.878 -2.207 -0.313
C 4.614 -2.375 -1.630
O 3.849 -1.720 -2.625
S 2.330 -1.392 -2.125
O 1.565 -2.574 -2.365
O 1.792 -0.145 -2.592
O 2.870 -1.228 -0.593
H 4.425 -1.820 0.540
H 3.442 -3.179 -0.073
H 4.785 -3.407 -1.939
H 5.630 -1.977 -1.561
C 5.474 -1.131 5.683
C 6.233 -0.137 4.782
O 6.783 -0.878 3.729
S 6.322 -2.468 3.781
O 7.409 -3.363 3.489
O 5.093 -2.593 3.051
O 5.989 -2.412 5.319
H 4.394 -1.219 5.561
H 5.675 -0.953 6.738
H 6.954 0.444 5.351
H 5.416 0.541 4.511
C 0.090 -0.536 -5.972
C -0.596 -0.416 -4.599
O -1.965 -0.767 -4.801
S -2.367 -1.018 -6.363
O -3.477 -0.186 -6.726
O -2.393 -2.400 -6.654
O -1.024 -0.265 -6.846
H 0.421 -1.568 -6.095
H 0.804 0.217 -6.286
H -0.543 0.534 -4.072
H -0.245 -1.191 -3.918
C -0.372 -2.947 3.659
C -1.332 -3.781 2.797
O -0.518 -4.179 1.725
S 0.971 -4.514 2.211
O 1.960 -4.310 1.192
O 0.992 -5.727 2.988
O 0.946 -3.243 3.217
H -0.372 -3.280 4.700
H -0.603 -1.883 3.634
H -2.198 -3.171 2.541
H -1.728 -4.624 3.367
C -7.856 -2.993 -0.629
C -7.904 -3.384 0.841
O -6.978 -2.589 1.526
S -5.851 -1.977 0.513
O -4.585 -2.566 0.761
O -5.908 -0.546 0.714
O -6.508 -2.583 -0.834
H -8.579 -2.226 -0.905
H -8.092 -3.914 -1.160
H -7.553 -4.421 0.914
H -8.885 -3.310 1.307
*
```

Calculated total energy, eV: -200241.917
SMILES: O=S1(=O)OCCO1.O=S1(=O)OCCO1.O=S1(=O)OCCO1.O=S1(=O)OCCO1.O=S1(=O)OCCO1.O=S1(=O)OCCO1.O=S1(=O)OCCO1.CCOC(=O)OC.CCOC(=O)OC.CCOC(=O)OC.CCOC(=O)OC.CCOC(=O)OC
Energy relative to the best compared isomer or geometry (same formula, charge and spin), eV: 1.050

Here are the Löwdin charges for atoms 1 to 8, given in e:
1 C -0.054
2 C -0.200
3 O 0.030
4 C -0.588
5 O 0.109
6 O 0.038
7 C -0.014
8 H 0.073



No. 3
Computed, not measured: 6 unconnected molecules or ions with the total composition C34H69BF11N3O32P6S, with ωB97M-V/def2-TZVPD.

The geometry in ORCA input format:
```
! wB97M-V def2-TZVPD RIJCOSX def2/J DEFGRID3
* xyz 0 1
C -1.667 -4.200 0.007
C -2.467 -4.608 -1.376
C -3.815 -5.501 -1.117
C -4.977 -4.698 -0.211
N -6.311 -4.720 -0.673
C -7.069 -3.782 -1.561
C -7.226 -4.863 -2.835
C -7.503 -4.408 -4.330
O -6.221 -4.362 -5.116
C -8.340 -5.637 -5.104
F -8.442 -5.159 -6.534
F -9.729 -5.792 -4.632
F -7.534 -6.880 -5.130
C -6.052 -2.542 -1.866
P -6.205 -1.511 -3.495
N -5.159 -0.064 -3.102
O -7.791 -0.962 -3.860
O -5.744 -1.643 -0.748
S -6.831 -1.645 0.519
O -6.561 -0.379 1.394
O -6.648 -2.770 1.614
C -8.517 -1.757 -0.286
N -8.960 -0.647 -1.134
C -10.423 -0.206 -0.949
O -10.993 0.118 0.209
F -11.306 -0.023 -2.163
C -8.283 0.690 -1.014
O -8.378 1.534 0.056
F -7.555 1.406 -2.132
C -8.556 -3.310 -0.923
B -9.807 -3.516 -2.023
O -10.656 -4.765 -2.001
O -10.170 -2.603 -3.112
C -11.507 -2.868 -3.664
C -9.153 -4.259 0.309
O -8.527 -5.390 0.772
C -10.524 -4.236 1.139
F -11.131 -5.613 0.882
F -10.111 -4.358 2.600
C -11.731 -3.252 1.142
F -12.225 -2.570 -0.059
F -12.962 -4.096 1.486
C -11.876 -2.158 2.408
F -12.326 -2.849 3.680
F -10.625 -1.470 2.755
C -13.166 -1.119 2.144
O -13.025 0.193 2.479
O -14.473 -1.529 1.616
H -1.931 -4.898 0.916
H -2.023 -3.101 0.276
H -0.522 -4.138 -0.241
H -1.732 -5.293 -2.021
H -2.713 -3.683 -2.073
H -3.461 -6.489 -0.546
H -4.206 -5.857 -2.155
H -4.421 -3.679 0.069
H -4.922 -5.297 0.828
H -6.569 -5.744 -0.824
H -6.185 -5.456 -2.942
H -7.969 -5.759 -2.557
H -8.143 -3.449 -4.526
H -5.462 -4.111 -4.506
H -4.977 -2.988 -2.172
H -4.202 -0.399 -2.859
H -5.165 0.608 -3.901
H -7.871 -0.883 -4.857
H -9.280 -1.798 0.633
H -10.071 -5.578 -1.971
H -11.714 -1.997 -4.454
H -11.564 -3.870 -4.279
H -12.330 -2.754 -2.841
H -14.559 -1.139 0.676
C -5.749 -5.475 -7.731
O -5.520 -6.702 -8.404
P -4.290 -6.765 -9.618
O -3.390 -5.817 -8.818
O -5.239 -5.888 -10.641
C -6.530 -6.390 -10.937
O -3.060 -6.828 -10.833
C -2.747 -8.146 -11.232
H -6.744 -5.508 -7.284
H -5.016 -5.336 -6.938
H -5.718 -4.629 -8.429
H -7.273 -5.797 -10.399
H -6.632 -7.442 -10.651
H -6.718 -6.295 -12.009
H -3.637 -8.631 -11.642
H -2.375 -8.715 -10.377
H -1.972 -8.109 -12.002
C 1.329 -0.610 3.888
O 1.675 -0.075 2.623
P 2.122 -1.165 1.356
O 1.085 -2.196 1.817
O 3.561 -1.462 2.102
C 4.396 -0.355 2.389
O 2.568 -2.256 0.089
C 2.628 -1.633 -1.178
H 1.423 0.180 4.634
H 0.297 -0.961 3.882
H 2.004 -1.427 4.172
H 4.352 -0.145 3.460
H 4.090 0.538 1.834
H 5.426 -0.602 2.123
H 3.368 -0.829 -1.162
H 1.647 -1.230 -1.440
H 2.921 -2.375 -1.924
C 10.345 3.601 1.194
O 10.123 2.568 0.250
P 8.955 1.345 0.619
O 8.037 2.365 1.302
O 9.977 0.691 1.735
C 11.269 0.306 1.302
O 7.788 0.123 0.988
C 7.465 -0.684 -0.125
H 11.314 4.056 0.984
H 9.576 4.367 1.106
H 10.370 3.206 2.217
H 11.996 1.034 1.666
H 11.330 0.250 0.210
H 11.513 -0.672 1.721
H 8.363 -1.189 -0.491
H 7.036 -0.068 -0.919
H 6.732 -1.434 0.182
C 12.129 7.842 5.522
O 12.475 8.377 4.257
P 12.922 7.287 2.990
O 11.885 6.257 3.451
O 14.361 6.991 3.736
C 15.196 8.097 4.023
O 13.368 6.197 1.723
C 13.428 6.819 0.456
H 12.223 8.633 6.268
H 11.097 7.492 5.516
H 12.804 7.025 5.806
H 15.152 8.307 5.094
H 14.890 8.991 3.468
H 16.226 7.851 3.757
H 14.168 7.624 0.472
H 12.447 7.223 0.194
H 13.721 6.077 -0.290
C 11.663 11.071 11.457
O 11.576 11.979 10.372
P 12.513 11.667 8.952
O 12.289 10.156 9.083
O 13.889 12.090 9.753
C 13.940 13.375 10.347
O 13.450 11.354 7.532
C 13.079 12.167 6.437
H 11.315 11.577 12.358
H 11.027 10.205 11.277
H 12.699 10.752 11.625
H 13.831 13.270 11.428
H 13.147 14.028 9.966
H 14.908 13.833 10.135
H 13.215 13.221 6.694
H 12.035 11.980 6.173
H 13.714 11.921 5.582
*
```

Calculated total energy, eV: -203466.482
SMILES: CCCCN[C@]1(C[C@@H](O)C(F)(F)F)[C@@H](P(N)O)OS(=O)(=O)[C@@H](N(C(=O)F)C(=O)F)[C@]1(B(O)OC)C(=O)C(F)(F)C(F)(F)C(F)(F)C(=O)O.COP(=O)(OC)OC.COP(=O)(OC)OC.COP(=O)(OC)OC.COP(=O)(OC)OC.COP(=O)(OC)OC

Here are the Löwdin charges for atoms 1 to 8, given in e:
1 C -0.131
2 C -0.279
3 C -0.195
4 C -0.247
5 N -0.091
6 C -0.241
7 C -0.042
8 C -0.206



no.,gap between HOMO and LUMO (Ha)
1,0.341
2,0.387
3,0.210